ORCA calculation (wB97M-V/def2-TZVPD) on 2 unconnected molecules or ions with the total composition CH2ClNO3.

Geometry (Å):
1 N 0.347027 -0.921935 1.149350
2 H -1.430430 0.925447 -0.589792
3 H 0.219783 1.842987 -0.878535
4 O 1.138735 -1.207030 2.011093
5 O 0.688430 0.227394 0.669212
6 O -0.553610 -1.521094 0.624569
7 C -0.427896 0.853330 -0.880159
8 Cl 0.017962 -0.199100 -2.105737

Forces on the atoms, in the same order (eV/Å):
1.39 0.16 -0.32
-1.24 -0.36 0.66
-1.68 -2.18 0.03
-0.63 -1.84 1.10
-2.05 3.67 -3.44
-0.70 -0.89 0.59
5.27 1.49 1.56
-0.35 -0.05 -0.18

Output
energy above the lowest of the compared OMol25 structures with the same formula, charge and spin = 171.8 kJ/mol
E_LUMO = -1.05 eV
DFT total energy = -779.75102 Eh
max |F| = 5.690 eV/A
2S+1 = 1
charge = 0
E_HOMO = -0.384 hartree
orbital gap = 9.39 eV

Taken from the natural (NBO) analysis, the atomic charges in e are:
1. N 0.7216
2. H 0.2163
3. H 0.2427
4. O -0.3789
5. O -0.4002
6. O -0.4260
7. C -0.1079
8. Cl 0.1324